[1]
DFT (the ωB97M-V functional and the def2-TZVPD basis) results for the ion C5H10NOS with charge +1 in a non-equilibrium geometry.

XYZ file:
```
18
Properties=species:S:1:pos:R:3:forces:R:3:mulliken_charge:R:1
C -0.7836 1.5549 0.1684 0.098 -1.116 -5.222 -0.627
C 1.6615 -1.3729 -0.0049 -0.605 -4.516 -0.913 -0.344
C 0.4592 2.3954 -0.0606 0.467 -1.417 3.211 -0.560
C 0.9359 -0.1118 0.1009 -0.098 1.499 -0.609 0.490
C -1.3089 -0.9027 -0.1209 -2.193 -2.626 2.982 -1.028
N -0.3500 0.1078 0.1941 0.420 0.306 -1.534 0.016
O 3.0314 -1.1548 0.1035 1.496 -0.644 -0.212 -0.535
S 1.9331 1.2381 -0.0600 -0.493 1.295 0.576 -0.017
H -1.2218 1.6708 1.0701 -1.624 1.012 2.759 0.417
H -1.5550 1.7477 -0.7539 1.671 -0.793 2.446 0.326
H 1.1974 -2.1528 0.7963 1.186 1.627 -1.684 0.253
H 1.6148 -1.8821 -1.0689 -1.309 1.043 1.901 0.328
H 0.5352 2.9216 -0.9165 -0.203 1.330 -3.190 0.430
H 0.4737 3.1623 0.7108 0.659 -0.235 0.367 0.369
H -1.0440 -1.7227 -0.7865 0.623 0.440 -0.130 0.388
H -1.6964 -1.4178 0.8510 1.169 0.558 -1.235 0.346
H -2.2800 -0.5507 -0.4027 -0.109 1.027 -0.814 0.375
H 3.5521 -1.7680 -0.5041 -1.155 1.209 1.302 0.373
```
Forces are in eV/Å.

Results
Total charge: +1
Energy relative to the best compared isomer or geometry (same formula, charge and spin): 117.99 kJ/mol
Frontier orbital gap: 9.65 eV

[2]
DFT (the ωB97M-V functional and the def2-TZVPD basis) results for a structure of composition C30H44CdN4P2Si in a non-equilibrium geometry.

XYZ file:
```
82
Properties=species:S:1:pos:R:3:forces:R:3:mulliken_charge:R:1
Cd 0.1076 1.2201 1.5865 0.545 0.249 1.209 0.758
C -1.7634 1.9075 -4.8361 -0.550 -0.228 -0.287 -0.400
C -1.8472 0.6164 -4.5031 -0.933 0.824 -0.266 -0.227
C -1.1268 -0.5198 -5.1230 0.641 -0.433 -0.205 -1.200
C 0.3560 -0.1897 -5.4705 -0.250 -0.457 -0.166 -0.863
C 1.0645 0.6487 -4.4279 0.471 0.244 -0.467 -0.395
C 1.1204 1.9879 -4.5129 0.468 -0.684 -0.015 -0.395
C 0.5047 2.7873 -5.6380 -0.047 0.312 0.039 -0.776
C -0.9584 2.4133 -5.9833 0.113 0.347 -0.445 -1.085
C 1.1098 0.9519 3.5517 0.858 0.750 0.206 -1.229
H -2.3716 2.6868 -4.3536 0.385 -0.596 -0.243 0.387
H -2.5567 0.2871 -3.7612 -0.081 0.448 -0.166 1.297
H -1.6339 -0.8489 -6.0524 0.159 0.051 0.399 0.291
H -1.1825 -1.3694 -4.4132 0.155 0.255 -0.387 0.290
H 0.8709 -1.1476 -5.6385 0.032 0.290 0.144 0.478
H 0.3407 0.3130 -6.4444 0.307 -0.067 0.303 0.271
H 1.6351 0.0862 -3.6706 -0.417 0.529 -0.173 0.640
H 1.6737 2.5777 -3.7730 -0.155 -0.408 -0.135 0.451
H 1.0671 2.6915 -6.5848 0.121 0.017 0.485 0.257
H 0.5641 3.8494 -5.3488 -0.111 -0.328 -0.184 0.386
H -1.4410 3.3150 -6.3853 0.058 -0.223 0.036 0.440
H -0.9689 1.6767 -6.7960 -0.036 0.215 0.166 0.375
H 0.6283 1.4696 4.4107 0.595 -0.286 -0.775 0.227
H 2.1556 1.3052 3.5782 0.175 0.101 -0.224 0.432
H 1.1733 -0.1563 3.6373 -0.146 0.775 0.052 0.150
P 1.9143 -0.3903 0.6120 1.056 0.444 0.602 -0.066
P -1.2964 -0.7778 0.6831 -1.357 0.551 0.720 0.154
N 3.0049 0.9020 0.1162 0.214 0.004 -0.221 0.621
N 3.0985 -1.6152 1.1610 0.330 -0.720 -0.232 0.521
N -2.1511 0.4917 -0.1906 -0.308 0.678 -0.157 0.198
N -2.7154 -1.7654 1.0204 -0.190 -0.586 0.008 0.548
C 1.0948 -1.0642 -0.9029 0.838 0.041 -0.230 -0.620
C -0.3073 -1.6238 -0.6014 -0.287 -0.496 -0.178 -1.212
C 2.9134 2.2228 0.6086 0.585 -0.290 -0.574 -0.400
C 3.8510 2.9968 -0.0383 -0.453 -0.699 0.189 -0.683
C 4.5656 2.1512 -0.9484 -0.649 -0.819 0.328 -0.817
C 4.0357 0.8704 -0.8315 -0.071 1.004 0.351 -0.335
C 3.9363 -1.5073 2.2900 -0.174 -0.732 -0.658 -0.598
C 4.5861 -2.7177 2.4886 -0.792 0.537 -0.705 -0.566
C 4.1334 -3.6210 1.4677 -0.609 0.921 -0.138 -0.623
C 3.2217 -2.9309 0.6830 0.543 0.337 0.604 -0.403
C -2.2765 1.8002 0.3333 -0.330 -0.385 -0.866 -0.714
C -2.6145 2.6514 -0.7044 0.183 -0.432 0.543 -1.260
C -2.7260 1.8709 -1.8804 0.351 -0.908 0.395 -0.392
C -2.4358 0.5536 -1.5433 0.029 0.589 0.547 -0.509
C -3.8631 -2.0043 0.2417 0.085 -0.443 0.864 -0.328
C -4.7103 -2.8355 0.9584 0.740 0.454 -0.268 -0.517
C -4.0748 -3.1374 2.2082 0.668 0.579 -0.347 -0.749
C -2.8681 -2.4618 2.2351 -0.504 -0.189 -0.830 -0.283
H 1.7556 -1.8285 -1.3343 -0.399 0.015 -0.131 1.005
H 1.0532 -0.2505 -1.6442 -0.064 -0.097 0.450 -0.373
H -0.9313 -1.6344 -1.4943 0.287 -0.274 -0.268 0.574
H -0.2182 -2.6591 -0.2416 -0.129 0.170 -0.064 0.374
H 2.2351 2.5012 1.4107 0.254 -0.192 -0.317 0.264
H 3.9984 4.0539 0.1398 0.061 -0.182 -0.053 0.457
H 5.3718 2.4696 -1.5922 -0.042 -0.188 0.005 0.436
H 4.3185 -0.0682 -1.2934 -0.068 0.221 0.017 0.500
H 4.0105 -0.5760 2.8272 -0.053 0.008 -0.007 0.432
H 5.3013 -2.9525 3.2647 -0.111 0.174 -0.068 0.434
H 4.4384 -4.6499 1.3415 -0.077 0.118 -0.048 0.435
H 2.6599 -3.2396 -0.1857 0.116 -0.112 0.142 0.352
H -2.2350 1.9762 1.4033 -0.082 -0.011 -0.229 0.778
H -2.7216 3.7325 -0.6717 -0.119 -0.360 0.241 0.420
H -2.8932 2.2663 -2.8645 -0.321 -0.253 0.403 0.483
H -2.3964 -0.3676 -2.1208 0.014 0.516 0.240 0.486
H -3.9811 -1.5366 -0.7280 -0.006 -0.102 0.252 0.349
H -5.6865 -3.1863 0.6375 0.285 0.126 0.013 0.433
H -4.4666 -3.7776 2.9867 0.079 0.169 -0.045 0.428
H -2.0979 -2.4072 2.9949 -0.147 -0.012 -0.208 0.327
C -0.3086 0.8507 6.6769 -0.038 -0.028 0.537 -1.185
Si -0.6463 -0.0294 5.0842 -1.514 -0.825 -0.436 0.525
C -0.3623 -1.8346 5.4608 0.143 -0.388 0.418 -1.218
C -2.5082 0.0431 4.8831 -0.643 0.047 0.478 -1.095
H 0.7238 0.7281 7.0140 -0.059 0.159 -0.009 0.323
H -0.9603 0.3161 7.3861 0.144 0.297 0.126 0.275
H -0.5896 1.9080 6.6654 0.118 -0.115 0.055 0.310
H -0.9152 -1.9690 6.4075 0.193 -0.293 -0.151 0.251
H -0.7736 -2.5338 4.7259 0.073 0.159 0.068 0.400
H 0.6873 -2.0918 5.6313 -0.104 -0.026 0.027 0.380
H -2.8628 -0.2944 5.8769 -0.306 0.112 -0.274 0.321
H -2.9012 1.0519 4.7092 0.064 -0.147 0.054 0.306
H -2.9352 -0.6284 4.1289 0.198 0.177 0.137 0.286
```
Forces are in eV/Å.

Results
Total charge: 0
Frontier orbital gap (spin up / spin down): 4.64 / 5.88 eV

[3]
DFT (the ωB97M-V functional and the def2-TZVPD basis) results for a structure of composition C17H22Br2I2N2OS in a non-equilibrium geometry.

XYZ file:
```
47
Properties=species:S:1:pos:R:3:forces:R:3:mulliken_charge:R:1
C 2.4885 -0.1047 1.5401 -0.022 0.432 0.310 -1.048
C 1.7496 -1.4458 1.2973 1.447 -0.118 -0.636 -0.667
C 1.3040 -1.6080 -0.2076 -0.805 0.398 1.613 -0.239
I 3.0925 -1.6357 -1.3726 -0.173 -0.320 -0.104 0.105
C 0.2380 -0.5375 -0.4970 -0.514 -0.101 0.305 -1.024
C -0.8100 -0.4571 0.3902 -0.368 0.748 -0.717 -1.008
C -1.8969 0.5107 0.2550 -0.273 -0.339 0.542 0.833
C -3.0087 0.4339 1.3190 0.491 -0.873 -0.526 -1.416
C -4.4572 0.2460 0.7594 -1.112 0.856 1.384 0.618
C -5.0932 -1.1184 1.1407 0.035 0.350 -0.999 -1.832
C -5.4018 1.3528 1.3929 0.022 -0.263 -0.253 -1.205
C -1.9355 1.4375 -0.7554 0.205 -0.069 -0.402 0.377
C -2.9878 2.5237 -0.9576 0.270 0.325 1.037 -0.311
C -2.3529 3.8554 -0.4162 0.252 -0.554 -1.984 0.032
O -1.6116 4.4914 -1.0905 -0.519 0.050 1.136 -0.421
I -2.8869 4.4083 1.6212 0.138 0.001 -0.173 -0.027
C -0.8703 1.3915 -1.7350 -0.606 -0.421 1.227 0.883
N -0.7741 2.2011 -2.7943 1.119 -1.094 0.023 -0.601
S 0.5852 1.6902 -3.5469 -0.350 0.033 0.137 0.093
N 1.0577 0.4803 -2.6010 -0.477 0.521 0.051 -0.473
C 0.1766 0.3977 -1.5876 0.359 0.330 -0.786 1.088
H 2.3530 0.2757 2.5670 -0.069 -0.270 -0.337 0.327
H 3.5785 -0.1942 1.3948 -0.497 -0.143 -0.040 0.340
H 2.1548 0.7035 0.8636 -0.032 -0.392 0.238 0.254
H 0.9304 -1.6382 2.0014 0.099 0.274 -0.363 0.421
H 2.5020 -2.2392 1.4741 -0.516 0.163 0.037 0.455
H 0.8018 -2.5896 -0.2426 0.491 0.302 -0.563 0.440
H -0.8725 -1.1314 1.2477 0.028 0.228 -0.374 0.248
H -2.7984 -0.4635 1.9338 -0.009 0.467 -0.168 0.405
H -2.9037 1.2944 1.9969 -0.281 -0.183 -0.317 0.343
H -4.5269 0.3671 -0.3332 0.412 -0.239 0.377 0.487
H -5.2780 -1.2033 2.2220 0.406 -0.111 -0.317 0.401
H -4.4945 -1.9420 0.7188 -0.187 0.069 0.500 0.397
H -6.0841 -1.1578 0.6485 0.396 -0.096 0.248 0.474
H -5.7516 2.0545 0.6177 -0.002 -0.152 0.405 0.288
H -6.2854 0.8883 1.8663 0.283 0.228 -0.343 0.435
H -4.8979 1.9335 2.1793 -0.122 -0.173 -0.341 0.203
H -3.9196 2.3662 -0.4057 0.370 -0.162 -0.212 -0.155
H -3.1834 2.6236 -2.0343 0.113 0.287 0.366 0.497
Br 6.6534 -3.2153 0.3595 0.082 -0.048 -0.012 -0.121
C 8.0427 -2.2929 -0.6436 -0.195 0.110 0.224 -0.590
C 7.6181 -2.0392 -2.0658 0.210 -0.089 -0.208 -0.441
Br 7.7282 -3.6569 -3.1425 -0.086 0.034 0.023 -0.119
H 8.9415 -2.8977 -0.5682 -0.031 0.010 -0.093 0.381
H 8.1967 -1.3522 -0.1178 -0.008 0.008 -0.068 0.334
H 8.2921 -1.3317 -2.5455 0.000 -0.001 0.064 0.345
H 6.5978 -1.6750 -2.1461 0.026 -0.016 0.087 0.196
```
Forces are in eV/Å.

Results
Total charge: 0
Energy relative to the best compared isomer or geometry (same formula, charge and spin): 59.65 kJ/mol
Frontier orbital gap: 8.07 eV